61
Properties=species:S:1:pos:R:3:forces:R:3 method="wB97M-V/def2-TZVPD" homo_energy_ev=1.52 charge=-2 fmax_ev_per_a=0.87 lumo_ev=4.660 e_tot_ev=-26824.40373
C -1.41657 -6.02008 0.83469 0.1655 0.0476 0.1365
C -0.72583 -4.63820 0.90417 -0.5144 -0.1125 -0.0343
C -0.58009 -3.82355 -0.39485 0.7214 0.4462 0.1861
C -0.07292 -4.70878 -1.54941 -0.2132 -0.4377 0.3454
N 0.37143 -2.74688 -0.20461 -0.2875 0.2717 -0.5252
C -0.21522 -1.54675 0.12836 -0.0067 -0.1296 0.2180
O -1.34111 -1.52110 0.77526 -0.2064 0.1076 -0.3457
O 0.37141 -0.44997 -0.21059 0.3127 0.1183 0.3744
H -0.93965 -6.72230 1.52907 -0.0978 -0.0407 0.0595
H -2.47335 -5.96170 1.11039 -0.0558 -0.0094 -0.0953
H -1.34948 -6.47477 -0.15456 -0.0083 0.0146 -0.0501
H -1.29159 -3.99543 1.58158 0.2014 0.0806 0.0952
H 0.28506 -4.73500 1.30777 0.0682 -0.0520 -0.0620
H -1.55086 -3.38723 -0.67701 -0.1941 -0.2544 0.0977
H 0.37653 -4.07819 -2.31324 -0.0395 0.0144 -0.0268
H -0.87000 -5.33731 -1.97411 -0.0144 0.0937 -0.1587
H 0.67962 -5.41041 -1.16433 0.2109 0.1329 -0.1103
C 4.67816 4.04590 0.72535 -0.0381 0.0420 0.0072
C 3.68899 2.96314 1.14070 0.0335 0.0687 0.0221
N 4.25023 1.63222 1.09406 0.0039 -0.0739 0.0221
C 3.23577 0.57417 1.18289 -0.2657 -0.0999 -0.2464
C 2.41240 0.45618 2.46291 0.0516 -0.1474 0.1036
C 5.45060 1.43559 1.87405 0.1404 0.0915 0.0220
C 5.39660 1.74394 3.37985 0.1032 -0.0895 0.0447
H 5.11401 3.81295 -0.24802 0.0201 -0.0291 0.0073
H 4.16460 5.00706 0.64970 -0.0025 0.0048 0.0005
H 5.48940 4.16578 1.44711 0.0126 -0.0140 -0.0075
H 2.84402 2.97741 0.44950 -0.0396 -0.0622 0.0302
H 3.27768 3.22350 2.13195 -0.0085 0.0231 -0.0188
H 3.72181 -0.38261 0.98137 0.0621 0.0192 -0.0043
H 2.52448 0.70540 0.36258 -0.0180 -0.0426 0.0001
H 2.98913 0.04699 3.29840 0.0109 0.0510 0.0167
H 1.58115 -0.22234 2.25816 -0.0349 0.0586 -0.1020
H 1.98838 1.41491 2.77152 -0.0166 0.0078 -0.0182
H 6.25114 2.04617 1.43839 -0.0288 0.0381 0.0044
H 5.77187 0.40094 1.73073 -0.0847 -0.0381 0.0199
H 4.92632 2.70869 3.57901 -0.0149 0.0057 -0.0195
H 6.41293 1.78354 3.78525 0.0015 0.0046 -0.0139
H 4.85259 0.98054 3.93301 -0.0893 0.0444 -0.0188
C -1.66056 0.13521 -2.49415 0.1686 0.1182 -0.0416
C -2.75239 1.13123 -2.83583 0.0614 -0.1862 0.0434
N -4.01383 0.76113 -2.20965 -0.1202 0.1785 -0.0166
C -5.14726 1.51930 -2.67501 -0.0411 0.0036 -0.0515
C -5.18049 3.03297 -2.40162 -0.1401 0.0381 -0.0049
C -3.92534 0.52075 -0.76980 0.0648 -0.2976 0.1450
C -3.38769 1.64791 0.11611 -0.1832 0.0824 0.0600
H -1.96094 -0.88645 -2.73157 -0.0618 -0.0015 0.0250
H -0.74985 0.35781 -3.05283 0.0195 0.0271 -0.0081
H -1.37507 0.16868 -1.43918 0.1604 -0.1421 -0.0395
H -2.91672 1.17056 -3.92104 -0.1027 -0.0121 0.0044
H -2.41161 2.13967 -2.54037 -0.0393 0.0157 -0.0123
H -6.05628 1.06775 -2.26143 0.0198 0.0083 0.0657
H -5.21328 1.37412 -3.76113 0.0576 0.0255 -0.0195
H -5.37680 3.25149 -1.35225 0.0815 -0.0135 0.0233
H -5.98027 3.49900 -2.98749 0.0041 -0.0094 -0.0126
H -4.24164 3.51140 -2.68246 0.0258 -0.0223 0.0143
H -3.28495 -0.34957 -0.60603 0.0898 0.0509 0.0405
H -4.91960 0.21983 -0.42064 -0.0603 0.0710 -0.0723
H -2.47025 2.07470 -0.28889 0.0480 -0.0567 0.0187
H -3.14001 1.23680 1.09519 0.0891 -0.0769 -0.0477
H -4.11482 2.45330 0.26305 0.0178 0.0452 -0.0692